(1)
Formula: C5H10O2
Source: the Open Molecules 2025 dataset
Level of theory: ωB97M-V/def2-TZVPD

Geometry as XYZ:
```
17
C5H10O2 | the Open Molecules 2025 dataset | ωB97M-V/def2-TZVPD
O 0.608 0.951 -0.534
O -0.870 -1.645 0.617
C -1.186 -0.700 -0.428
C 0.525 -1.339 0.556
C 0.316 -0.413 -0.656
C -2.022 0.457 0.089
C 1.835 1.304 0.047
H -1.404 1.219 0.566
H 2.086 0.662 0.899
H 1.138 -2.232 0.380
H 1.711 2.327 0.407
H -1.692 -1.201 -1.263
H 0.884 -0.841 1.466
H -2.727 0.071 0.827
H -2.595 0.931 -0.712
H 0.729 -0.822 -1.590
H 2.666 1.273 -0.670
```

Calculated values
E in eV: -9440.35725
Multiplicity: 1
LUMO level in eV: 0.999
ΔE to the lowest compared entry with this formula, charge and spin in eV: 2.686

***

(2)
Formula: C55H38Cl4GdN9S
Source: the Open Molecules 2025 dataset
Level of theory: ωB97M-V/def2-TZVPD

Geometry as XYZ:
```
108
C55H38Cl4GdN9S | the Open Molecules 2025 dataset | ωB97M-V/def2-TZVPD
Gd 0.060 -0.286 -0.084
Cl 3.991 -4.441 -8.253
Cl -3.943 3.170 6.238
Cl -8.466 -1.767 -2.162
Cl 8.926 2.209 2.061
S -1.702 0.901 -2.160
N 1.447 -0.750 1.839
N 1.297 2.359 1.627
N 2.242 -1.216 -0.970
N -0.389 -2.053 -1.887
N -4.178 1.113 -1.173
N 1.178 2.593 -2.145
N -2.543 1.657 0.283
N -1.269 1.757 0.736
N -2.041 -1.175 1.148
C 3.079 -0.377 3.394
C 4.492 -0.907 -1.367
C -4.971 -2.219 -0.312
C 3.694 -0.498 0.941
C 6.481 2.013 0.933
C -1.093 -1.490 2.071
C -1.060 -3.174 0.596
C 2.433 2.613 2.269
C 2.796 -0.587 2.009
C 3.431 -0.814 -0.405
C -1.683 -2.466 -2.082
C 2.621 3.682 3.132
C 2.550 -1.622 -2.236
C -0.568 -0.603 3.079
C 1.793 -2.336 -5.677
C 0.914 1.735 -1.409
C 0.870 -0.588 3.057
C -1.803 -3.169 -3.327
C 6.002 -0.509 2.009
C -6.767 -1.889 -1.854
C 5.032 0.096 1.220
C 2.318 -2.851 -6.851
C -1.375 0.314 3.838
C -0.979 2.958 1.113
C -5.865 -1.737 -2.898
C -2.963 2.089 5.302
C -2.780 0.230 3.806
C 7.206 0.135 2.258
C 1.562 4.545 3.348
C 3.810 -4.235 -5.564
C -6.326 -2.136 -0.561
C 0.378 4.310 2.675
C -2.008 -2.179 0.228
C -0.489 -2.749 1.764
C -5.544 3.093 -0.557
C -0.799 1.351 4.598
C 3.324 -3.801 -6.787
C 7.431 1.395 1.733
C -0.565 -3.189 -3.873
C -4.511 -1.830 -2.643
C 2.262 -2.755 -4.433
C 1.874 -0.367 4.044
C -1.581 2.220 5.332
C 0.306 -2.459 -2.973
C -5.196 1.633 -0.277
C -2.630 -2.225 -1.076
C 0.281 3.210 1.820
C -3.565 1.109 4.523
C -2.854 1.206 -0.882
C 3.948 -1.407 -2.502
C 3.279 -3.712 -4.398
C 5.294 1.354 0.670
C 1.677 -2.234 -3.171
C -1.931 4.087 0.850
C -4.039 -2.078 -1.346
H 5.524 -0.659 -1.177
H -2.687 -3.669 -3.690
H 1.019 -1.580 -5.722
H -0.481 4.946 2.832
H -6.226 -1.535 -3.898
H -1.126 3.003 5.923
H -1.438 5.054 0.911
H -3.805 -1.679 -3.447
H -5.911 3.218 -1.577
H 1.072 3.235 -2.902
H -0.926 -4.115 0.085
H 4.063 -0.261 3.821
H -4.413 1.012 -2.143
H -3.243 -0.531 3.194
H -4.612 -2.412 0.691
H -6.321 3.427 0.132
H 3.245 1.927 2.096
H 5.829 -1.499 2.411
H 4.443 -1.614 -3.434
H 0.274 1.487 4.587
H 1.702 -0.285 5.105
H 4.548 1.808 0.029
H -2.340 3.958 -0.151
H 7.968 -0.337 2.863
H -4.811 1.530 0.735
H 6.667 2.997 0.525
H 3.650 -4.052 -3.441
H -4.644 1.043 4.488
H -2.775 4.054 1.545
H 1.961 -2.511 -7.813
H -4.667 3.727 -0.422
H -7.043 -2.257 0.240
H 3.574 3.824 3.624
H -6.092 1.019 -0.369
H 0.233 -3.260 2.382
H 1.651 5.382 4.028
H 4.601 -4.972 -5.528
H -0.268 -3.682 -4.783
```

Calculated values
E in eV: -152820.16980
Multiplicity: 8
⟨S²⟩: 15.983
LUMO level (alpha / beta) in eV: -1.278 / -2.242
ΔE to the lowest compared entry with this formula, charge and spin in eV: 1.538